No. 1
# CH6O

A cluster of 2 separate species, CH6O in total in a non-equilibrium geometry (the ωB97M-V functional and the def2-TZVPD basis, the OMol25 dataset).

```
8
Properties=species:S:1:pos:R:3:forces:R:3
C -1.2616 0.3772 0.2857 -1.47 -0.04 -0.50
H -2.1529 0.9380 0.5956 0.29 -0.07 0.31
H -1.6805 -0.4535 -0.2938 0.37 0.05 0.00
H -0.7442 -0.0248 1.1484 0.32 0.27 -0.02
H -0.7258 1.0473 -0.3813 0.50 -0.22 0.21
H 2.4619 -0.2122 -1.0664 -0.05 0.09 0.01
H 1.7483 -0.6973 0.2049 0.10 0.02 -0.20
O 2.3546 -0.9748 -0.4932 -0.07 -0.10 0.18
```
Forces are in eV/Å.

## Properties
- energy relative to the best compared isomer or geometry (same formula, charge and spin) (eV) = 0.044
- spin multiplicity = 1
- calculated total energy (Ha) = -116.922758
- strongest force on any atom (eV/Å) = 1.6
- HOMO-LUMO gap (eV) = 12.4
- charge = 0

=====

No. 2
# CH6O

A cluster of 2 separate species, CH6O in total in a non-equilibrium geometry (the ωB97M-V functional and the def2-TZVPD basis, the OMol25 dataset).

```
8
Properties=species:S:1:pos:R:3:forces:R:3
C 1.1043 0.6657 -1.6721 0.01 0.00 0.01
H 0.0489 0.3646 -1.5973 0.38 0.11 -0.04
H 1.6648 -0.0969 -2.2326 -0.21 0.28 0.21
H 1.1743 1.6307 -2.1956 -0.03 -0.36 0.20
H 1.5297 0.7651 -0.6626 -0.15 -0.03 -0.37
O -2.0027 -1.2388 3.1303 0.50 0.40 -1.06
H -1.3855 -1.7234 2.5366 -0.67 0.56 0.62
H -2.1338 -0.3669 2.6934 0.17 -0.96 0.44
```
Forces are in eV/Å.

## Properties
- energy relative to the best compared isomer or geometry (same formula, charge and spin) (eV) = 0.023
- spin multiplicity = 1
- calculated total energy (Ha) = -116.923539
- strongest force on any atom (eV/Å) = 1.2
- HOMO-LUMO gap (eV) = 12.2
- charge = 0